[1]
{
  "formula": "CHFN2O3",
  "method": "ωB97M-V with the def2-TZVPD basis set",
  "multiplicity": 1,
  "charge": 0,
  "homo_energy_ev": -9.93,
  "gap_ev": 9.12,
  "smiles": "O=NO[C@@H](F)N=O",
  "e_lumo_ev": -0.81,
  "energy_ha": -473.60173,
  "species": ["C", "N", "N", "O", "O", "O", "F", "H"],
  "positions_angstrom": [[-0.54993, -0.22479, 0.35571], [-1.43244, -1.11530, -0.35452], [0.20151, 2.09154, 0.84039], [-2.35850, -0.71891, -0.98836], [-0.15482, 3.18098, 0.97779], [-0.90430, 1.10904, 0.61160], [-0.40648, -0.85941, 1.52830], [0.42310, -0.36520, -0.28858]],
  "forces_ev_per_a": [[2.8104, 1.6798, -0.4889], [-1.5727, -1.2045, -1.0050], [1.0977, 0.2304, -0.1298], [0.4747, 0.6421, 0.3216], [-0.6072, -1.8043, -0.2188], [-1.2009, 0.0127, -0.5557], [0.3731, -0.2492, 0.8306], [-1.3752, 0.6930, 1.2460]],
  "mulliken_charge": [0.460, 0.036, 0.276, -0.263, -0.215, -0.251, -0.256, 0.213]
}


[2]
{
  "formula": "C8H8NO3S",
  "method": "ωB97M-V with the def2-TZVPD basis set",
  "multiplicity": 1,
  "charge": 1,
  "homo_energy_ev": -12.93,
  "gap_ev": 8.79,
  "e_lumo_ev": -4.14,
  "energy_ha": -988.03680,
  "species": ["C", "C", "C", "C", "C", "C", "C", "C", "N", "O", "O", "O", "S", "H", "H", "H", "H", "H", "H", "H", "H"],
  "positions_angstrom": [[0.23596, 2.10961, 2.49787], [-0.69290, 1.18337, 2.91448], [0.89020, 1.89266, 1.29056], [-1.17210, 0.22206, 2.06276], [0.53479, 0.88088, 0.47944], [-0.54309, 0.08919, 0.83540], [0.95983, 0.73800, -0.92699], [0.47025, -1.52080, -2.26918], [0.20866, -2.80777, -2.47645], [0.83551, 1.40692, -1.93271], [-1.08037, -0.84363, -0.18283], [-0.04683, -0.76598, -3.20526], [1.55219, -1.12549, -1.01429], [0.38231, 3.01025, 3.08403], [-1.02944, 1.34110, 3.95173], [1.66332, 2.53943, 0.87775], [-2.00001, -0.54937, 2.05708], [0.54068, -3.44879, -1.81818], [-0.29590, -3.11131, -3.32431], [-1.73401, -1.35580, 0.20775], [0.32096, 0.11548, -3.10865]],
  "forces_ev_per_a": [[0.7665, 0.0955, -0.6084], [-0.8395, 0.6892, 1.8180], [0.8537, 2.3151, 0.6423], [-0.5149, -2.2565, -2.0091], [-1.0284, -0.7784, -1.8396], [-1.5001, -1.9133, -1.5370], [-0.2341, -0.0928, -1.3507], [-0.3317, -1.9578, -2.1499], [-0.6308, 1.4792, -0.8707], [0.5634, -1.4163, 2.5103], [2.9103, 3.5351, 0.9496], [0.3128, -0.5051, 0.9366], [0.3046, 1.2180, -0.6176], [0.4515, -0.3147, 0.0443], [-0.4124, -0.4050, -0.7341], [-0.1665, 0.2533, 0.5450], [0.6938, 1.3467, 1.4854], [0.3317, -1.3150, 0.8556], [0.4413, 0.2954, 0.8241], [-2.0521, -1.4593, 1.2557], [0.0810, 1.1868, -0.1498]],
  "mulliken_charge": [-0.681, -0.517, -0.382, -0.564, 0.162, 1.089, 0.432, 0.750, -0.369, -0.537, -0.447, -0.443, -0.175, 0.407, 0.365, 0.427, 0.254, 0.200, 0.276, 0.292, 0.463]
}


[3]
{
  "formula": "C2HBr2ClF2",
  "method": "ωB97M-V with the def2-TZVPD basis set",
  "multiplicity": 1,
  "charge": 0,
  "homo_energy_ev": [-8.90, -8.89],
  "gap_ev": [8.67, 7.86],
  "e_lumo_ev": [-0.23, -1.03],
  "energy_ha": -5884.60658,
  "species": ["C", "C", "F", "F", "Cl", "Br", "Br", "H"],
  "positions_angstrom": [[-2.34559, 0.42750, -0.18005], [1.77521, -0.27377, 0.15509], [-2.80205, 0.67779, 1.03886], [2.03132, 0.01226, 1.44237], [-0.66456, 0.68184, -0.34547], [2.57920, 1.01556, -1.00992], [2.04182, -2.09414, -0.38875], [-2.61535, -0.44704, -0.71214]],
  "forces_ev_per_a": [[1.2591, 0.8503, 0.1462], [0.8596, 0.1531, 0.1426], [-0.3251, -0.3350, -0.1590], [-0.1716, -0.5914, -0.8987], [-0.3438, 0.3974, -0.0264], [-0.1327, -0.2595, 0.2978], [-0.1162, 0.5948, 0.5019], [-1.0293, -0.8098, -0.0045]],
  "mulliken_charge": [-0.074, 0.150, -0.164, -0.145, 0.023, -0.030, -0.040, 0.280]
}


Respective energy above the lowest of the compared OMol25 structures with the same formula, charge and spin values: 2.5935; 0.0000; 3.4861 eV.